{
  "formula": "C3H4O3S",
  "method": "ωB97M-V/def2-TZVPD",
  "e_tot_ev": -20153.3346,
  "e_homo_ev": -10.2,
  "homo_lumo_gap_ev": 10.45,
  "relative_energy_kj_mol": 100.3,
  "species": ["C", "C", "C", "H", "H", "H", "H", "O", "O", "O", "S"],
  "coordinates": [[-0.6451, 0.7003, 0.4451], [-0.8078, -0.3921, -0.5948], [0.3645, -1.4568, -0.5055], [0.1768, 2.6154, 1.3994], [-1.6822, -0.9609, -0.3325], [-0.8383, 0.0116, -1.5788], [-0.7044, -2.2267, -1.7060], [-1.1767, 0.5986, 1.5209], [0.0589, -2.5282, -1.2019], [1.4028, -1.3502, 0.1237], [0.4562, 2.1057, 0.1629]],
  "forces_ev_per_angstrom": [[0.33, 0.16, 1.14], [1.83, -0.32, 1.15], [1.81, 1.97, 1.87], [0.14, -0.28, -0.63], [-0.66, 0.08, -0.01], [-0.14, 0.23, -0.96], [-0.30, -0.86, -0.43], [-0.18, -0.10, -0.39], [-0.28, -0.51, -0.79], [-2.08, -0.06, -1.06], [-0.48, -0.31, 0.11]]
}

=====

{
  "formula": "C49H42MnN3O3PS2",
  "method": "ωB97M-V/def2-TZVPD",
  "e_tot_ev": -124379.7838,
  "multiplicity": 5,
  "e_homo_ev": [-10.1, -10.3],
  "homo_lumo_gap_ev": [7.98, 6.47],
  "relative_energy_kj_mol": 431.6,
  "total_charge": 1,
  "species": ["Mn", "N", "P", "C", "C", "C", "C", "C", "C", "C", "C", "C", "C", "C", "C", "C", "C", "C", "C", "C", "N", "H", "H", "H", "H", "H", "H", "H", "H", "H", "H", "H", "H", "H", "H", "H", "O", "C", "C", "O", "O", "C", "C", "C", "C", "C", "C", "C", "C", "C", "C", "C", "C", "H", "H", "H", "H", "H", "H", "H", "H", "H", "H", "H", "S", "C", "C", "C", "C", "C", "C", "H", "H", "H", "H", "H", "N", "S", "C", "C", "C", "C", "C", "C", "C", "C", "C", "C", "C", "C", "H", "H", "H", "H", "H", "H", "H", "H", "H", "H", "H"],
  "coordinates": [[1.3565, -0.9013, 0.3627], [-0.5660, -2.8916, -0.7376], [-0.5624, -2.0235, 0.7547], [-0.9807, -3.3253, 1.9628], [-0.1694, -3.5695, 3.0629], [-0.5414, -4.5354, 3.9830], [-1.7048, -5.2635, 3.7940], [-2.5164, -5.0195, 2.6969], [-2.1566, -4.0493, 1.7809], [-2.0797, -1.0666, 0.7651], [-2.2703, -0.1262, -0.3481], [-3.6530, 0.4897, -0.6097], [-4.0990, 1.1336, 1.3924], [-3.3284, 0.3458, 2.3677], [-2.4971, -0.6857, 2.0638], [0.6470, -3.1148, -1.3531], [0.7771, -3.9549, -2.4611], [2.0138, -4.1097, -3.0516], [3.1035, -3.4284, -2.5228], [2.9009, -2.5978, -1.4442], [1.7042, -2.4284, -0.8621], [-1.3160, -3.5356, -0.9740], [0.7411, -2.9940, 3.1902], [0.0757, -4.7167, 4.8490], [-1.9825, -6.0243, 4.5067], [-3.4299, -5.5808, 2.5653], [-2.7935, -3.8372, 0.9315], [-1.7656, -0.4641, -1.2489], [-3.9031, 0.5260, -1.6691], [-4.7694, 1.8346, 1.8856], [-3.5266, 0.5578, 3.4070], [-2.0955, -1.2738, 2.8829], [-0.0882, -4.4635, -2.8534], [2.1296, -4.7482, -3.9114], [4.0878, -3.5399, -2.9424], [3.7167, -2.0280, -1.0160], [1.1076, 0.6117, 1.7223], [2.3442, 1.1972, 2.2038], [3.4004, 0.8633, 1.0613], [4.3589, 1.5721, 0.8795], [3.1073, -0.2216, 0.4620], [2.2059, 2.6734, 2.4767], [3.2687, 3.3504, 3.0693], [3.1448, 4.6891, 3.3947], [1.9583, 5.3622, 3.1499], [0.9061, 4.6939, 2.5496], [1.0277, 3.3591, 2.2010], [2.7501, 0.4588, 3.4707], [3.7409, -0.5137, 3.4751], [4.0774, -1.1613, 4.6517], [3.4161, -0.8530, 5.8281], [2.4064, 0.0969, 5.8251], [2.0706, 0.7470, 4.6523], [0.4127, 0.8228, 2.3654], [4.1864, 2.8217, 3.2763], [3.9721, 5.2068, 3.8555], [1.8598, 6.4032, 3.4216], [-0.0238, 5.2083, 2.3582], [0.1964, 2.8664, 1.7127], [4.2804, -0.7505, 2.5704], [4.8639, -1.9015, 4.6434], [3.6945, -1.3437, 6.7479], [1.8816, 0.3389, 6.7383], [1.2978, 1.5051, 4.6571], [-1.5490, 1.5695, 0.1347], [-3.3560, 1.7820, 0.1612], [-3.9445, 3.0462, -0.3027], [-5.2367, 3.1313, -0.6405], [-6.2257, 2.0800, -0.5460], [-6.0774, 0.8194, -0.1158], [-4.8054, 0.2026, 0.3546], [-3.2938, 3.9050, -0.3713], [-5.6089, 4.0796, -1.0020], [-7.2177, 2.3924, -0.8410], [-6.9545, 0.1910, -0.0670], [-4.9404, -0.8291, 0.6735], [0.7797, 0.1143, -1.5816], [1.5625, -0.0042, -2.9614], [1.7144, 1.6543, -3.6700], [0.6066, 2.3942, -4.0497], [0.8010, 3.6239, -4.6562], [2.0834, 4.1011, -4.8743], [3.1808, 3.3722, -4.4457], [2.9980, 2.1422, -3.8370], [0.3730, -0.6357, -4.2050], [0.6609, -0.5143, -5.5525], [-0.2136, -1.0511, -6.4812], [-1.3547, -1.7149, -6.0610], [-1.6235, -1.8474, -4.7094], [-0.7532, -1.3103, -3.7776], [0.1411, 0.9064, -1.5580], [-0.3941, 2.0188, -3.8954], [-0.0503, 4.2077, -4.9704], [2.2304, 5.0408, -5.3844], [4.1795, 3.7511, -4.5909], [3.8387, 1.5567, -3.5005], [1.5543, -0.0010, -5.8708], [-0.0035, -0.9540, -7.5341], [-2.0308, -2.1336, -6.7892], [-2.5086, -2.3692, -4.3815], [-0.9335, -1.4108, -2.7191]],
  "forces_ev_per_angstrom": [[-0.72, 1.03, 0.37], [-0.28, 0.00, 0.10], [-1.22, -1.26, -0.20], [0.33, 0.36, -0.08], [0.02, 0.18, -0.18], [0.04, -0.09, 0.10], [0.09, 0.03, 0.11], [-0.05, -0.03, -0.11], [0.04, 0.00, 0.02], [0.31, 0.43, 0.55], [0.51, 0.19, -0.27], [-0.24, 0.06, -0.20], [-0.27, 0.09, 0.10], [-0.08, 0.12, 0.07], [0.08, -0.66, 0.00], [0.40, 0.10, -0.09], [0.01, -0.02, 0.07], [-0.11, 0.19, 0.33], [-0.03, -0.02, 0.05], [0.36, -0.16, -0.08], [0.09, -0.70, -0.51], [0.24, 0.16, 0.06], [0.02, -0.03, 0.10], [0.08, -0.05, 0.08], [-0.04, -0.06, 0.09], [-0.04, -0.04, -0.04], [-0.11, -0.01, 0.00], [-0.16, -0.01, 0.02], [0.09, 0.10, -0.01], [0.05, -0.03, 0.06], [0.06, -0.03, 0.17], [-0.10, 0.09, 0.13], [-0.15, -0.05, -0.02], [-0.01, -0.11, -0.12], [0.15, 0.04, -0.04], [-0.10, 0.07, 0.05], [-0.04, 0.22, 0.05], [1.13, -0.09, -0.30], [-0.55, 1.23, 1.01], [0.06, -0.09, 0.04], [1.00, -1.04, -1.01], [-0.28, 0.01, -0.21], [-0.07, -0.01, -0.03], [0.05, -0.09, 0.02], [-0.08, 0.04, -0.06], [-0.06, 0.20, 0.05], [0.13, -0.18, 0.01], [-0.15, -0.06, -0.01], [0.06, 0.10, -0.03], [-0.02, -0.05, 0.07], [0.05, -0.06, 0.04], [-0.14, -0.02, 0.07], [0.10, -0.07, -0.06], [-0.10, -0.27, -0.31], [0.08, -0.03, 0.01], [0.09, 0.03, 0.03], [-0.02, 0.05, 0.01], [-0.07, 0.08, -0.05], [0.06, -0.01, 0.04], [0.04, -0.01, -0.07], [0.06, -0.04, 0.04], [0.01, -0.06, 0.10], [0.00, 0.00, 0.07], [-0.01, 0.10, 0.04], [-0.37, -0.08, -0.35], [0.46, -0.01, 0.03], [-0.34, 0.18, -0.12], [0.62, 0.45, 0.04], [-0.46, -0.48, 0.02], [-0.13, 0.23, -0.15], [0.03, -0.29, 0.13], [0.01, 0.15, -0.07], [0.03, 0.11, 0.01], [-0.14, -0.11, -0.01], [-0.13, -0.04, -0.10], [-0.05, -0.02, 0.04], [0.06, -0.10, 0.59], [-0.90, 0.66, -0.43], [0.28, -0.46, 0.25], [-0.08, 0.06, -0.02], [-0.14, -0.07, 0.07], [0.19, -0.02, 0.02], [0.01, 0.08, -0.04], [-0.01, -0.12, 0.02], [0.39, 0.00, 0.28], [0.07, -0.03, -0.04], [0.07, 0.00, -0.03], [-0.07, -0.06, -0.01], [-0.02, 0.01, -0.09], [0.08, 0.15, 0.21], [-0.03, 0.01, -0.24], [-0.11, -0.09, -0.01], [-0.10, 0.03, -0.02], [-0.01, 0.11, 0.01], [0.11, 0.06, -0.03], [0.17, -0.05, 0.02], [0.12, 0.11, -0.11], [0.04, 0.02, -0.13], [-0.09, -0.04, -0.09], [-0.13, -0.06, 0.04], [-0.02, -0.02, 0.05]]
}

=====

{
  "formula": "C18H16N4O4S",
  "method": "ωB97M-V/def2-TZVPD",
  "e_tot_ev": -43891.2775,
  "e_homo_ev": -8.3,
  "homo_lumo_gap_ev": 7.40,
  "relative_energy_kj_mol": 1911.8,
  "species": ["C", "H", "O", "C", "C", "C", "C", "C", "C", "N", "C", "N", "C", "C", "C", "O", "C", "H", "H", "H", "H", "S", "C", "C", "O", "N", "C", "N", "O", "C", "C", "H", "C", "H", "H", "H", "H", "H", "H", "H", "H", "H", "H"],
  "coordinates": [[-1.8065, -4.8030, -0.8179], [-2.6711, -5.3111, -0.9352], [-1.9054, -3.5252, -0.2042], [-0.9559, -2.8180, -0.0139], [0.2894, -3.1744, -0.5879], [1.2303, -2.1444, -0.1295], [2.5221, -2.3663, -0.4334], [3.5352, -1.2503, -0.4476], [4.8473, -1.3995, -0.8150], [6.0305, -1.6168, -1.0502], [3.0695, 0.0953, 0.3834], [1.7994, 0.1700, 0.6794], [0.9971, -1.0529, 0.4246], [-0.3138, -0.5859, 1.0511], [-1.3267, -1.6158, 0.6376], [-2.6655, -1.5439, 1.3023], [-2.9373, -0.5836, 2.0427], [-4.0696, -0.6190, 2.2742], [-2.7186, 0.6438, 1.4235], [-2.4472, -0.3765, 3.0505], [-0.5921, 0.2216, 1.4757], [4.1607, 1.2753, 0.8243], [3.1181, 2.5481, 1.3630], [1.9228, 2.6736, 0.4903], [2.1596, 2.9254, -1.1098], [0.8403, 2.7205, 0.9056], [-0.4275, 2.5816, 0.2337], [-1.5278, 2.6734, 0.8310], [-2.6434, 2.6288, 0.0631], [-2.0029, 2.9722, -1.1646], [-0.6691, 3.2061, -1.1735], [0.0171, 3.3108, -1.9914], [-2.9264, 3.2687, -2.3562], [-3.6796, 3.9023, -2.1671], [-3.5670, 2.2592, -2.5657], [-2.3459, 3.6932, -3.2249], [0.6942, 2.4625, 1.7199], [2.7797, 2.1470, 2.5593], [3.6935, 3.3940, 1.3900], [2.7790, -3.0053, -1.0422], [0.6038, -3.9615, -0.8307], [-1.6637, -4.5235, -1.6859], [-1.2267, -5.4968, -0.3785]],
  "forces_ev_per_angstrom": [[-1.33, 1.43, 5.46], [-3.77, -0.79, 0.65], [-9.15, -6.24, 0.43], [6.04, 1.99, -1.46], [-4.75, 15.26, 7.43], [0.17, -7.76, -3.91], [4.75, 10.57, 2.69], [-5.36, 0.27, 3.83], [8.34, -1.87, -1.66], [-6.78, 1.41, 1.19], [-1.41, -4.71, -2.38], [1.46, -3.38, -0.56], [-4.55, 13.54, 7.01], [-0.43, -12.38, -7.41], [1.38, 5.30, 5.18], [4.58, -6.92, -6.23], [-2.81, 9.87, 3.42], [1.66, 0.26, -0.38], [-0.87, -3.46, 1.78], [0.15, -0.87, -1.05], [-1.20, 5.51, 3.02], [2.91, -0.05, -0.95], [-3.22, -3.33, 3.68], [12.38, 2.05, -13.00], [-0.81, -1.34, 7.87], [-11.87, 1.99, -3.88], [1.44, 5.11, -4.91], [-0.76, -2.85, 5.88], [4.08, 1.75, -3.04], [-2.56, 1.87, -3.29], [-1.25, -3.87, 2.80], [0.09, 0.15, 0.05], [1.63, -4.63, -0.67], [-2.53, 2.71, 1.20], [1.89, 2.14, -0.15], [-0.59, -1.03, 0.84], [-1.31, -2.69, 10.41], [0.63, 1.72, -3.29], [1.20, 2.27, 0.21], [2.61, -7.36, -5.52], [4.02, -11.54, -3.85], [2.88, 1.61, -8.99], [3.01, -1.71, 1.55]]
}

=====

{
  "formula": "C4H6S2",
  "method": "ωB97M-V/def2-TZVPD",
  "e_tot_ev": -25911.9157,
  "e_homo_ev": -8.5,
  "homo_lumo_gap_ev": 8.39,
  "relative_energy_kj_mol": 325.7,
  "species": ["C", "C", "C", "C", "S", "S", "H", "H", "H", "H", "H", "H"],
  "coordinates": [[-0.5300, 0.3828, -0.0485], [-1.7752, 0.2465, -0.3985], [0.8232, 0.3670, -0.0561], [1.5467, -0.9311, 0.1570], [-3.8530, 0.2873, 0.0975], [1.6022, 1.9924, 0.1413], [-1.8238, 0.1109, -1.4600], [-3.7706, -0.3314, 1.3418], [2.6099, -0.6619, -0.1093], [1.1657, -1.6836, -0.5179], [1.3912, -1.2126, 1.2968], [2.6136, 1.4337, -0.4442]],
  "forces_ev_per_angstrom": [[1.01, -0.20, 0.55], [-1.77, 0.09, -0.48], [-3.80, 0.99, 1.16], [1.09, 1.11, 1.74], [3.54, -0.57, 0.91], [-0.89, -1.13, 0.06], [-0.68, 0.00, -0.56], [0.01, 0.56, -1.06], [-0.78, -1.05, 0.66], [-0.06, -0.29, 0.07], [0.78, 0.25, -2.44], [1.56, 0.23, -0.59]]
}